Arrangement P

Formula: C4H16O3
Source: the OMol25 dataset
Level of theory: ωB97M-V with the def2-TZVPD basis set

Output
LUMO energy   0.647 eV
SMILES   CCCC.O.O.O
Gap between HOMO and LUMO   11.374 eV

Structure (XYZ):
```
23
Properties=species:S:1:pos:R:3:mulliken_charge:R:1
O -0.594 3.490 5.280 -0.644
O 4.779 0.508 2.233 -0.638
O 0.764 4.036 -1.928 -0.633
C 0.307 -0.707 -0.688 -1.116
C -2.691 -2.934 -1.816 -1.210
C -1.530 -1.914 -1.915 -0.422
C -1.008 -1.519 -0.537 -0.365
H 0.143 0.354 -0.875 0.271
H 5.372 1.237 2.097 0.317
H -1.911 -1.081 -2.511 0.262
H -2.834 -3.352 -2.811 0.350
H 0.957 -1.272 -1.342 0.347
H -0.542 2.632 4.846 0.324
H -0.845 -2.397 0.096 0.321
H 5.217 -0.031 2.905 0.321
H -1.697 -0.859 -0.007 0.279
H -2.479 -3.807 -1.216 0.340
H 0.299 4.646 -1.334 0.319
H 0.769 -0.674 0.315 0.306
H -3.567 -2.418 -1.418 0.296
H 1.542 4.537 -2.188 0.317
H 0.292 3.843 5.382 0.320
H -0.745 -2.316 -2.569 0.339
```

***

Arrangement Q

Formula: C4H16O3
Source: the OMol25 dataset
Level of theory: ωB97M-V with the def2-TZVPD basis set

Output
LUMO energy   0.468 eV
SMILES   CCCC.O.O.O
Gap between HOMO and LUMO   11.076 eV

Structure (XYZ):
```
23
Properties=species:S:1:pos:R:3:mulliken_charge:R:1
O -3.444 0.787 0.581 -0.641
O -3.286 1.764 -4.649 -0.660
O -0.876 2.177 2.887 -0.588
C 1.942 -1.411 -0.403 -0.464
C 1.019 -1.060 0.760 -0.453
C 0.244 0.209 0.582 -0.996
C 3.013 -2.465 -0.233 -1.135
H 2.605 -3.399 0.106 0.345
H -0.600 0.046 -0.154 0.298
H -3.471 2.641 -5.085 0.324
H 0.754 1.164 0.584 0.377
H 3.785 -2.087 0.525 0.264
H -0.633 3.046 2.545 0.305
H 2.466 -0.541 -0.640 0.347
H 3.530 -2.416 -1.260 0.298
H 0.233 -1.878 1.029 0.228
H -2.253 1.591 -4.986 0.336
H -1.125 2.541 3.770 0.300
H 1.349 -1.688 -1.263 0.340
H 1.604 -1.074 1.669 0.334
H -0.445 0.145 1.390 0.192
H -2.759 0.354 1.139 0.339
H -3.652 1.553 1.105 0.310
```

***

Computed relative energies in units of eV: arrangement P 0.000; arrangement Q 1.062

***

Arrangement P

Formula: C6H11P
Source: the OMol25 dataset
Level of theory: ωB97M-V with the def2-TZVPD basis set

Output
LUMO energy (spin up / spin down)   -0.153 / -0.151 eV
Gap between HOMO and LUMO (spin up / spin down)   7.831 / 7.831 eV

Structure (XYZ):
```
18
Properties=species:S:1:pos:R:3:mulliken_charge:R:1
P 0.513 0.156 -1.427 0.367
C 2.169 0.870 -3.077 -0.688
C -0.910 -0.760 0.952 0.688
C -0.470 -0.943 -0.450 -0.491
C -1.618 0.230 1.520 -1.080
C -0.407 -1.964 1.808 -1.551
C 0.530 1.771 -0.425 -1.242
H 2.311 -0.056 -3.462 0.258
H 1.464 2.225 -0.248 0.430
H -0.662 -1.880 -0.934 0.339
H 0.226 1.763 0.660 0.375
H 0.255 -2.583 1.406 0.516
H -0.208 2.442 -0.848 0.372
H -1.180 -2.529 2.214 0.374
H 0.101 -1.508 2.656 0.338
H -1.901 0.973 0.811 0.358
H 1.713 1.573 -3.668 0.273
H -1.927 0.222 2.512 0.362
```

***

Arrangement Q

Formula: C6H11P
Source: the OMol25 dataset
Level of theory: ωB97M-V with the def2-TZVPD basis set

Output
LUMO energy   0.834 eV
SMILES   C=C(C)P=C(C)C
Gap between HOMO and LUMO   9.385 eV

Structure (XYZ):
```
18
Properties=species:S:1:pos:R:3:mulliken_charge:R:1
P -0.591 -0.773 -1.233 -0.150
C 1.252 1.039 -2.456 -1.209
C 0.794 1.301 -0.011 -1.297
C 0.469 0.539 -1.266 0.697
C -2.232 -0.346 1.208 -0.797
C -1.143 -1.007 0.829 0.273
C -0.715 -2.434 1.095 -1.262
H -2.648 0.379 0.558 0.305
H 1.048 0.566 -3.487 0.335
H -0.009 1.306 0.798 0.274
H 1.143 2.275 -0.114 0.454
H 0.373 -2.438 1.235 0.286
H 1.685 0.836 0.333 0.327
H -0.936 -3.048 0.253 0.327
H 0.870 2.037 -2.663 0.325
H -2.528 -0.516 2.144 0.344
H -1.273 -2.737 1.928 0.405
H 2.222 0.969 -2.229 0.363
```

***

Computed relative energies in units of eV: arrangement P 3.503; arrangement Q 0.000

***

Arrangement P

Formula: CHN2O2P
Source: the OMol25 dataset
Level of theory: ωB97M-V with the def2-TZVPD basis set

Output
LUMO energy (spin up / spin down)   -2.601 / -1.480 eV
Gap between HOMO and LUMO (spin up / spin down)   8.508 / 8.540 eV

Structure (XYZ):
```
7
Properties=species:S:1:pos:R:3:mulliken_charge:R:1
P -0.136 -0.248 0.957 0.024
O 0.210 1.792 -0.726 -0.511
O -1.625 0.720 -0.651 -0.471
N 0.041 -2.412 -0.977 -0.278
N -0.483 0.923 -0.352 0.848
C 0.017 -1.492 -0.289 0.342
H 1.977 0.717 2.037 0.047
```

***

Arrangement Q

Formula: CHN2O2P
Source: the OMol25 dataset
Level of theory: ωB97M-V with the def2-TZVPD basis set

Output
LUMO energy (spin up / spin down)   -1.590 / -1.590 eV
Gap between HOMO and LUMO (spin up / spin down)   8.497 / 8.498 eV

Structure (XYZ):
```
7
Properties=species:S:1:pos:R:3:mulliken_charge:R:1
P -0.714 -0.098 1.108 0.021
O 2.085 -0.266 0.639 -0.439
O 1.005 -1.161 -1.014 -0.421
N 1.180 -0.680 0.035 0.703
N -0.975 1.933 -0.904 -0.331
C -0.918 1.061 -0.169 0.369
H -1.664 -0.790 0.306 0.098
```

***

Computed relative energies in units of eV: arrangement P 2.560; arrangement Q 0.000

***

Arrangement P

Formula: C7H7BrN2
Source: the OMol25 dataset
Level of theory: ωB97M-V with the def2-TZVPD basis set

Output
LUMO energy (spin up / spin down)   -0.053 / -0.052 eV
SMILES   C=c1[nH]nc/c1=C/Br.C#C
Gap between HOMO and LUMO (spin up / spin down)   7.707 / 7.708 eV

Structure (XYZ):
```
17
Properties=species:S:1:pos:R:3:mulliken_charge:R:1
Br -2.687 0.217 0.209 -0.162
N 1.656 1.483 1.099 0.174
N 2.237 1.261 -0.166 -0.725
C 0.331 1.380 1.064 0.432
C -0.436 1.403 2.226 -1.018
C 0.050 0.757 -0.276 0.736
C -0.988 -3.104 -1.967 -0.348
C -0.281 -3.423 -1.041 -0.317
C 1.363 0.872 -0.994 -0.295
C -1.108 0.318 -0.808 -0.662
H -1.480 1.209 2.186 0.211
H -1.159 -0.080 -1.759 0.527
H 1.401 0.302 -1.955 0.338
H -1.472 -2.490 -2.660 0.327
H 0.173 1.823 3.098 0.211
H 2.215 1.852 1.856 0.211
H 0.185 -3.780 -0.112 0.359
```

***

Arrangement Q

Formula: C7H7BrN2
Source: the OMol25 dataset
Level of theory: ωB97M-V with the def2-TZVPD basis set

Output
LUMO energy (spin up / spin down)   -0.468 / -0.818 eV
Gap between HOMO and LUMO (spin up / spin down)   7.918 / 6.245 eV

Structure (XYZ):
```
17
Properties=species:S:1:pos:R:3:mulliken_charge:R:1
Br -0.815 -4.386 -0.822 -0.207
N 1.045 2.951 -0.604 -0.751
N -0.003 2.616 -1.297 0.244
C 1.426 1.889 0.008 -0.670
C 0.565 0.749 -0.280 0.908
C 0.951 -0.480 0.193 -0.580
C -0.706 -2.413 -0.454 -0.107
C 0.379 -1.707 0.452 -0.023
C -0.348 1.277 -1.138 -0.495
C -1.143 -1.791 0.824 -0.613
H 2.351 1.932 0.495 0.476
H -1.172 1.087 -1.758 0.460
H 1.101 -2.403 0.891 0.464
H -0.384 3.269 -1.956 0.198
H 2.001 -0.405 0.521 0.207
H -1.512 -2.394 1.623 0.282
H -1.652 -0.804 0.902 0.205
```

***

Computed relative energies in units of eV: arrangement P 0.000; arrangement Q 0.211

***

Arrangement P

Formula: C3H5O4P
Source: the OMol25 dataset
Level of theory: ωB97M-V with the def2-TZVPD basis set

Output
LUMO energy   7.053 eV
Total charge   -2
SMILES   CC=P([O-])([O-])OC=O
Gap between HOMO and LUMO   5.615 eV

Structure (XYZ):
```
13
Properties=species:S:1:pos:R:3:mulliken_charge:R:1
P -0.182 1.474 0.374 0.916
O 0.561 2.764 0.147 -0.799
O -0.288 -0.757 -3.140 -0.654
O -1.618 1.603 0.558 -0.739
O -0.279 0.970 -1.670 -0.449
C 0.108 -0.135 -2.128 0.116
C -0.239 -1.109 1.390 -0.784
C 0.615 -0.061 0.656 -0.754
H -0.292 -1.891 0.629 0.140
H 1.586 -0.113 1.072 0.350
H 1.175 -0.535 -1.795 0.194
H 0.162 -1.544 2.316 0.260
H -1.309 -0.665 1.592 0.201
```

***

Arrangement Q

Formula: C3H5O4P
Source: the OMol25 dataset
Level of theory: ωB97M-V with the def2-TZVPD basis set

Output
LUMO energy   6.756 eV
Total charge   -2
SMILES   C=C[P@](=O)([O-])[C@H]([O-])O
Gap between HOMO and LUMO   5.221 eV

Structure (XYZ):
```
13
Properties=species:S:1:pos:R:3:mulliken_charge:R:1
P -0.146 0.120 0.580 0.727
O 0.081 0.284 2.080 -0.787
O -0.136 1.414 -0.199 -0.856
O -2.459 0.347 -0.986 -0.455
O -2.658 -1.548 0.175 -0.797
C -2.151 -0.408 0.177 0.109
C 1.587 -0.638 0.026 -0.446
C 2.477 0.104 -0.596 -0.599
H -2.552 0.156 1.026 0.028
H 2.308 1.019 -1.074 0.343
H 1.927 -1.674 0.349 0.205
H 3.540 -0.277 -0.572 0.181
H -1.818 1.100 -0.985 0.347
```

***

Computed relative energies in units of eV: arrangement P 0.000; arrangement Q 0.991

***

Arrangement P

Formula: C13H10AsClF6IrN3O6S3Sb
Source: the OMol25 dataset
Level of theory: ωB97M-V with the def2-TZVPD basis set

Output
2S+1   2
LUMO energy (spin up / spin down)   -1.848 / -3.647 eV
Gap between HOMO and LUMO (spin up / spin down)   8.307 / 6.468 eV

Structure (XYZ):
```
45
Properties=species:S:1:pos:R:3:mulliken_charge:R:1
Ir 0.205 -0.004 -0.124 1.918
Sb -0.856 2.642 -1.369 0.538
As -4.091 -2.227 0.257 1.936
Cl 1.629 -4.895 -2.848 -0.109
S 1.394 1.606 -1.434 -0.168
S 0.464 1.944 -3.306 -0.238
S -1.590 0.292 -1.484 0.054
F -5.716 -1.833 0.607 -0.467
F -3.646 -0.522 0.274 -0.463
F -2.366 -2.568 -0.071 -0.567
F -4.399 -3.913 0.248 -0.479
F -4.340 -2.122 -1.448 -0.437
F -3.666 -2.275 1.948 -0.522
O 3.540 -1.564 1.628 -0.797
O 1.853 -0.203 1.106 -0.817
O -0.466 1.660 0.804 -0.810
O 3.903 -5.297 -0.879 -0.565
O 4.453 -3.871 0.724 -0.550
O -1.968 2.387 2.275 -0.607
N 1.069 -1.715 -0.856 -0.447
N -0.779 -0.955 1.453 -0.394
N 0.803 -2.615 -1.818 0.773
C -2.330 -2.753 -3.783 -0.749
C 2.574 -1.269 0.948 1.051
C -1.403 -3.013 -2.785 0.034
C 2.567 -3.379 -0.689 -0.055
C 3.701 -4.272 -0.287 0.462
C -2.010 -1.893 -4.824 -0.463
C -1.494 0.046 2.295 -0.313
C -1.353 1.477 1.806 0.409
C 2.119 -2.155 -0.173 0.441
C 0.172 -1.535 -3.888 0.015
C -0.173 -2.385 -2.850 -0.803
C -0.760 -1.289 -4.883 -0.833
C 1.694 -3.628 -1.740 -0.066
H -2.555 -0.190 2.304 0.174
H -1.435 -1.668 1.119 0.202
H -3.308 -3.209 -3.728 0.395
H -2.740 -1.693 -5.597 0.429
H 4.165 -3.005 1.111 0.440
H -1.641 -3.668 -1.961 0.500
H -1.131 0.004 3.321 0.462
H -0.512 -0.624 -5.699 0.442
H 1.151 -1.074 -3.909 0.604
H -0.064 -1.416 2.008 0.443
```

***

Arrangement Q

Formula: C13H10AsClF6IrN3O6S3Sb
Source: the OMol25 dataset
Level of theory: ωB97M-V with the def2-TZVPD basis set

Output
2S+1   2
LUMO energy (spin up / spin down)   -4.980 / -4.746 eV
Gap between HOMO and LUMO (spin up / spin down)   4.929 / 5.432 eV

Structure (XYZ):
```
45
Properties=species:S:1:pos:R:3:mulliken_charge:R:1
Ir 0.130 0.058 0.271 2.864
Sb 1.952 -0.908 2.892 0.490
As -3.386 -2.067 0.174 1.989
Cl -0.190 -1.315 -5.481 -0.102
S 0.559 -0.339 4.718 -0.249
S -0.015 -1.751 1.650 -0.030
S 1.152 1.166 1.958 -0.126
F -2.869 -1.268 1.651 -0.485
F -1.873 -1.463 -0.602 -0.584
F -2.517 -3.466 0.661 -0.463
F -3.817 -2.788 -1.321 -0.466
F -4.837 -2.564 0.920 -0.472
F -4.081 -0.543 -0.308 -0.473
O -0.467 3.895 -0.959 -0.647
O 3.861 -2.521 -3.526 -0.545
O 2.576 -2.524 -5.329 -0.563
O 3.655 -1.676 -1.030 -0.835
O 0.376 1.853 -0.666 -0.915
O 2.088 -0.605 0.124 -0.451
N -0.296 -0.581 -2.946 0.074
N -1.675 0.986 0.667 -0.251
N 0.431 -0.543 -1.806 -0.621
C -1.527 2.457 0.627 -0.699
C -0.484 2.823 -0.413 0.672
C -1.628 -0.043 -3.064 -0.046
C 1.602 -1.104 -2.080 0.294
C -2.682 -0.875 -3.381 -0.181
C -3.951 -0.327 -3.474 -0.652
C 2.740 -2.238 -4.176 0.386
C -4.146 1.029 -3.255 -0.525
C -1.794 1.318 -2.861 -0.650
C -3.070 1.854 -2.952 -0.752
C 1.662 -1.541 -3.405 -0.249
C 2.558 -1.159 -0.953 1.006
C 0.423 -1.182 -3.916 0.324
H -2.466 2.947 0.385 0.434
H -2.337 0.676 -0.050 -0.147
H -2.064 0.665 1.550 0.377
H -5.144 1.443 -3.315 0.420
H -3.214 2.917 -2.809 0.485
H -0.935 1.942 -2.660 0.749
H 3.848 -2.232 -2.582 0.424
H -2.521 -1.936 -3.514 0.456
H -1.167 2.806 1.594 0.345
H -4.793 -0.970 -3.690 0.389
```

***

Computed relative energies in units of eV: arrangement P 0.000; arrangement Q 3.179

***

Arrangement P

Formula: C4H11N2O2
Source: the OMol25 dataset
Level of theory: ωB97M-V with the def2-TZVPD basis set

Output
LUMO energy   -3.094 eV
Total charge   +1
SMILES   CO[C@]1(N)C[NH2+][C@@H]1O
Gap between HOMO and LUMO   10.365 eV

Structure (XYZ):
```
19
Properties=species:S:1:pos:R:3:mulliken_charge:R:1
O 1.236 1.924 -0.237 -0.502
O -0.907 0.544 0.755 -0.454
N -0.679 -1.209 -0.911 -0.530
N 2.124 -0.268 0.214 -0.090
C -0.146 -0.349 0.039 1.043
C 0.991 -0.941 0.902 -0.983
C 1.255 0.667 -0.681 -0.365
C -2.099 1.031 0.141 -0.901
H 2.747 0.270 0.829 0.327
H -2.511 1.754 0.838 0.255
H -2.822 0.227 -0.006 0.371
H 0.569 2.033 0.471 0.404
H -1.382 -0.792 -1.505 0.296
H -0.999 -2.098 -0.549 0.230
H 1.504 0.566 -1.730 0.473
H -1.879 1.518 -0.811 0.367
H 1.052 -2.026 0.846 0.418
H 2.698 -0.909 -0.339 0.362
H 0.900 -0.627 1.941 0.279
```

***

Arrangement Q

Formula: C4H11N2O2
Source: the OMol25 dataset
Level of theory: ωB97M-V with the def2-TZVPD basis set

Output
LUMO energy   -2.865 eV
Total charge   +1
Gap between HOMO and LUMO   10.746 eV

Structure (XYZ):
```
19
Properties=species:S:1:pos:R:3:mulliken_charge:R:1
O -2.243 -1.407 1.505 -0.633
O 1.501 -2.211 0.420 -0.615
N 1.890 1.366 -0.721 -0.030
N 0.398 0.209 0.238 0.172
C 1.679 0.525 0.282 -0.125
C 0.693 1.717 -1.309 -0.587
C -1.687 0.772 -1.003 -1.109
C -0.260 0.954 -0.727 0.533
H -2.739 -1.211 2.312 0.333
H 0.896 -2.876 0.085 0.301
H 2.780 1.800 -0.902 0.230
H 2.393 0.233 1.026 0.394
H 0.628 2.546 -1.987 0.411
H -2.203 1.647 -0.606 0.309
H -2.167 -0.062 -0.495 0.250
H -0.169 -0.301 0.900 0.224
H 2.057 -2.442 1.162 0.319
H -1.522 -1.939 1.878 0.298
H -1.926 0.680 -2.057 0.324
```

***

Computed relative energies in units of eV: arrangement P 2.145; arrangement Q 0.000

***

Arrangement P

Formula: C6H8N2O2S
Source: the OMol25 dataset
Level of theory: ωB97M-V with the def2-TZVPD basis set

Output
LUMO energy   0.496 eV
Gap between HOMO and LUMO   8.801 eV

Structure (XYZ):
```
19
Properties=species:S:1:pos:R:3:mulliken_charge:R:1
S -3.519 -1.161 0.041 -0.134
O 1.219 0.150 -0.620 -0.312
O 0.915 -2.075 -0.300 -0.534
N -3.373 1.733 -0.120 -0.506
N -1.406 0.509 -0.401 -0.405
C -1.934 -1.799 -0.031 -0.192
C -2.713 0.487 -0.157 0.441
C -1.036 -0.814 -0.194 0.300
C 2.887 0.296 0.907 -0.840
C 0.495 -0.982 -0.406 0.218
C 2.642 0.111 -0.619 -0.247
H -4.241 2.171 0.425 0.251
H -2.007 -2.781 0.509 0.294
H 3.023 -0.698 -1.288 0.333
H 2.521 1.412 1.327 0.243
H 2.867 1.104 -1.135 0.205
H -2.516 2.517 -0.688 0.333
H 2.175 -0.362 1.599 0.222
H 4.000 0.184 1.151 0.330
```

***

Arrangement Q

Formula: C6H8N2O2S
Source: the OMol25 dataset
Level of theory: ωB97M-V with the def2-TZVPD basis set

Output
LUMO energy   0.405 eV
Gap between HOMO and LUMO   9.147 eV

Structure (XYZ):
```
19
Properties=species:S:1:pos:R:3:mulliken_charge:R:1
S -0.401 1.635 1.822 0.491
O -1.705 1.287 2.350 -0.583
O 0.614 0.336 2.224 -0.410
N -2.259 1.104 -0.326 -0.588
N 1.462 -0.822 -1.533 -0.522
C 2.346 -0.058 -0.783 -0.281
C 0.941 -0.530 1.137 0.152
C -0.867 1.114 -0.134 -0.293
C 0.250 -0.996 -1.165 -0.279
C 2.291 -0.082 0.531 -0.401
C -0.265 -0.397 0.104 -0.179
H 2.922 0.540 1.201 0.368
H -0.407 -1.540 -1.893 0.375
H -1.223 -0.837 0.551 0.382
H 1.026 -1.531 1.448 0.379
H -0.107 1.688 -0.678 0.531
H -2.767 1.076 0.551 0.298
H 3.157 0.476 -1.351 0.327
H -2.524 1.904 -0.917 0.235
```

***

Computed relative energies in units of eV: arrangement P 0.332; arrangement Q 0.000